Computed, not measured: a single C4H7NS2 molecule in a non-equilibrium geometry, with ωB97M-V/def2-TZVPD.

Total energy ... -1007.545702 Eh
Energy above the lowest of the compared OMol25 structures with the same formula, charge and spin ... 118.3 kcal per mole
M ... 133.2 g/mol
E_HOMO ... -7.92 eV

Geometry (Å):
1 C -0.9732 0.5217 0.8119
2 C -1.2181 0.9354 2.1470
3 C 2.4125 -0.5716 -1.4256
4 C -1.4041 0.4536 -0.5444
5 N 0.0372 0.4402 1.5346
6 S -1.0322 -1.2205 -1.1537
7 S 1.3670 -1.4363 -0.5140
8 H -1.3094 2.0349 2.1266
9 H -1.8367 0.4696 3.0052
10 H 2.9051 -0.9778 -2.2749
11 H 2.9470 0.1764 -0.8466
12 H -2.5471 0.5208 -0.7412
13 H -0.9355 1.2857 -1.0134
14 H 1.5875 -2.6320 -1.1115

Computed, not measured: a gas-phase ion, C4H11N2O2 (charge +1) in a non-equilibrium geometry, with ωB97M-V/def2-TZVPD.

SMILES ... CC(C)([NH3+])C(=O)ON
Total energy ... -418.670114 Eh
Energy above the lowest of the compared OMol25 structures with the same formula, charge and spin ... 81.4 kcal per mole
M ... 119.1 g/mol
E_HOMO ... -14.01 eV
Charge ... +1

Geometry (Å):
1 C 0.1579 -0.7474 -0.7477
2 C 0.9477 1.0816 0.7577
3 C -1.3113 0.1775 1.1541
4 C -0.3162 0.4985 0.0455
5 N 1.4230 -2.6928 -0.4234
6 N -0.8936 1.4421 -0.9405
7 O 0.3619 -0.5276 -1.9544
8 O 0.3941 -1.7571 -0.0332
9 H 0.6823 2.2167 0.7723
10 H 1.8187 0.9573 0.0482
11 H 1.3781 0.6200 1.6298
12 H -1.4817 0.9490 1.8726
13 H -0.8173 -0.6685 1.7664
14 H -2.2321 -0.0213 0.6702
15 H 1.5401 -3.5121 0.2266
16 H 1.3704 -2.8565 -1.3421
17 H -0.6424 2.4161 -0.7569
18 H -1.9313 1.3866 -0.9430
19 H -0.4482 1.0381 -1.8020